# 1
An isolated molecule of C3H4F2OS in a non-equilibrium geometry. Source: OMol25; level of theory: ωB97M-V/def2-TZVPD.

```
! RIJCOSX wB97M-V def2-TZVPD def2/J DEFGRID3
* xyz 0 1
O -0.3784 0.9932 1.4147
C 0.0204 0.6131 0.2001
F -0.7196 1.5760 -0.8383
C 1.5646 0.7599 -0.1161
S 2.5372 -0.4626 -0.4829
C -0.6683 -0.7012 -0.2112
F -1.5649 -1.1053 0.7982
H -1.2565 1.3858 1.4227
H 1.7397 1.8771 -0.1157
H -1.2124 -0.6403 -1.2228
H 0.0847 -1.6323 -0.3469
*
```

The calculation puts the molar mass at 126.1 g/mol. As for the energy relative to the best compared isomer or geometry (same formula, charge and spin): 44.3 kcal/mol. For the gap between HOMO and LUMO, the calculation gives 0.3104 hartree. The total energy comes out at -21491.4531 eV. As for the SMILES: O[C@@](F)(C=S)CF.

=====

# 2
An isolated molecule of C3H4F3N in a non-equilibrium geometry. Source: OMol25; level of theory: ωB97M-V/def2-TZVPD.

```
! RIJCOSX wB97M-V def2-TZVPD def2/J DEFGRID3
* xyz 0 1
C 0.6148 0.8205 0.1761
C -1.1792 -1.2206 -0.3793
C -1.0314 -2.6057 -0.2695
N 0.0271 -0.4291 -0.0840
F 0.1283 -3.1321 -0.7387
F -0.9831 -3.0561 1.0914
F -2.0325 -3.2971 -0.7931
H 1.6238 0.9533 0.3699
H 0.0538 1.6339 -0.2684
H -1.9391 -0.5699 -0.8326
H 0.4999 -1.1502 0.4344
*
```

The calculation puts the molar mass at 111.1 g/mol. As for the energy relative to the best compared isomer or geometry (same formula, charge and spin): 62.6 kcal/mol. For the gap between HOMO and LUMO (alpha / beta), the calculation gives 0.2922 / 0.3057 hartree. The total energy comes out at -12815.2786 eV.